(1)
A molecular structure, C22H19BCl3N6OPbS5 at a distorted geometry. Source: the Open Molecules 2025 dataset; level of theory: the ωB97M-V functional and the def2-TZVPD basis.

Each line ends with the Mulliken charge.
CARTESIAN COORDINATES (ANGSTROEM)
Pb: 12.40 9.65 9.26  1.00
Cl: 8.85 5.88 14.83  -0.26
C: 9.40 6.49 13.33  0.62
C: 10.26 7.58 13.32  -0.93
C: 10.70 8.06 12.12  0.57
Cl: 11.81 9.42 12.19  -0.24
C: 10.34 7.49 10.87  -0.08
O: 10.76 7.91 9.73  -0.59
C: 9.41 6.38 10.96  0.38
Cl: 8.87 5.68 9.47  -0.21
C: 8.98 5.87 12.16  -0.83
H: 10.59 8.03 14.25  0.41
H: 8.30 5.02 12.22  0.39
C: 13.31 13.55 9.21  -0.72
N: 12.48 13.33 8.01  0.41
C: 12.66 13.85 6.73  -0.51
C: 11.65 13.38 5.96  -0.49
N: 10.81 12.60 6.73  0.15
B: 9.46 11.95 6.26  0.46
N: 9.45 10.39 6.49  0.33
C: 8.27 9.68 6.57  -0.84
C: 8.54 8.37 6.66  -0.30
N: 9.93 8.22 6.67  0.42
C: 10.70 6.97 6.71  -0.85
C: 10.46 9.48 6.55  -0.28
S: 12.20 9.74 6.46  -0.49
C: 11.32 12.60 7.99  -0.48
S: 10.67 11.81 9.42  -0.38
H: 14.00 14.40 9.00  0.31
H: 13.89 12.64 9.45  0.19
H: 12.67 13.79 10.08  0.32
H: 13.49 14.49 6.48  0.43
H: 11.46 13.51 4.91  0.47
H: 9.26 12.23 5.11  -0.20
H: 8.52 12.48 6.77  -0.16
H: 7.34 10.23 6.53  0.46
H: 7.86 7.53 6.70  0.44
H: 10.09 6.15 6.27  0.33
H: 10.95 6.73 7.76  0.18
H: 11.62 7.14 6.15  0.36
S: 19.87 8.93 8.36  -0.38
C: 18.47 9.50 9.10  0.21
S: 17.08 8.52 9.57  -0.12
C: 16.22 9.99 10.11  0.13
N: 16.88 11.08 9.88  -0.74
N: 18.14 10.81 9.40  0.52
C: 18.99 11.94 9.20  0.24
C: 18.34 13.16 8.91  -0.16
C: 19.06 14.33 8.79  -0.68
C: 20.44 14.31 9.04  -0.29
C: 21.09 13.13 9.37  -0.70
C: 20.38 11.93 9.43  -0.23
S: 14.74 9.99 10.92  -0.33
H: 17.25 13.16 8.82  0.47
H: 18.57 15.26 8.52  0.35
H: 21.00 15.23 8.95  0.34
H: 22.17 13.14 9.56  0.35
H: 20.90 10.99 9.68  0.24

Values from the calculation:
Gap between HOMO and LUMO: 7.02 eV
Calculated total energy: -4842.9697 Ha
Charge: -1
HOMO: -4.63 eV
Lowest unoccupied orbital energy: 2.386 eV

(2)
2 unconnected molecules or ions with the total composition C22H19BF6O2S at a distorted geometry. Source: the Open Molecules 2025 dataset; level of theory: the ωB97M-V functional and the def2-TZVPD basis.

Each line ends with the Mulliken charge.
CARTESIAN COORDINATES (ANGSTROEM)
C: 3.53 -2.89 -4.54  -1.23
C: 2.39 -2.16 -3.94  0.51
C: 1.05 -2.20 -4.29  -0.65
C: 0.21 -1.39 -3.46  -0.97
C: 0.91 -0.78 -2.45  0.32
B: 0.34 0.29 -1.35  1.89
C: -0.35 -0.77 -0.30  -0.90
C: 0.36 -1.23 0.79  -0.69
C: -0.29 -2.05 1.72  0.37
C: 0.48 -2.48 2.94  0.74
F: -0.22 -3.32 3.75  -0.30
F: 1.65 -3.10 2.63  -0.27
F: 0.80 -1.39 3.71  -0.24
C: -1.61 -2.43 1.54  -1.05
C: -2.29 -1.95 0.43  0.33
C: -3.72 -2.30 0.18  0.78
F: -4.51 -1.18 0.21  -0.28
F: -3.91 -2.87 -1.05  -0.27
F: -4.23 -3.16 1.11  -0.30
C: -1.67 -1.10 -0.48  -0.33
O: 1.44 1.00 -0.75  -0.87
C: 1.38 2.31 -1.28  -0.52
C: 0.05 2.43 -2.08  -0.40
O: -0.58 1.16 -2.04  -0.65
S: 2.60 -1.10 -2.57  -0.27
H: 3.21 -3.45 -5.42  0.34
H: 4.31 -2.18 -4.84  0.29
H: 3.95 -3.60 -3.81  0.25
H: 0.67 -2.79 -5.13  0.32
H: -0.87 -1.29 -3.61  0.39
H: 1.41 -0.99 0.93  0.55
H: -2.10 -3.08 2.25  0.58
H: -2.21 -0.74 -1.36  0.53
H: 1.41 3.02 -0.44  0.21
H: 2.25 2.48 -1.94  0.38
H: -0.63 3.15 -1.60  0.15
H: 0.26 2.74 -3.11  0.35
C: -0.78 2.13 1.41  0.55
C: -0.36 3.45 1.37  -0.40
C: 0.07 4.27 2.41  -0.44
C: 0.26 3.96 3.76  -0.27
C: -0.07 2.79 4.41  -0.39
C: -0.70 1.66 3.88  -0.27
C: -1.04 1.39 2.56  0.01
H: -1.05 1.66 0.45  0.19
H: -0.40 3.94 0.39  0.30
H: 0.31 5.30 2.12  0.35
H: 0.69 4.76 4.37  0.33
H: 0.14 2.74 5.49  0.33
H: -0.94 0.88 4.60  0.35
H: -1.60 0.46 2.41  0.27

Values from the calculation:
Gap between HOMO and LUMO: 3.99 eV
ΔE to the lowest compared entry with this formula, charge and spin: 0.0 kcal/mol
Calculated total energy: -2022.4414 Ha
Charge: 0
HOMO: -6.78 eV
Lowest unoccupied orbital energy: -2.789 eV

(3)
A molecular structure, C22H19Cl5IrN4OS2. Source: the Open Molecules 2025 dataset; level of theory: the ωB97M-V functional and the def2-TZVPD basis.

Each line ends with the Löwdin spin population.
CARTESIAN COORDINATES (ANGSTROEM)
Ir: -0.21 0.30 -0.07  0.01
C: -1.57 -4.77 1.68  0.00
S: -2.53 -3.25 1.53  0.01
C: -1.30 -2.09 1.23  0.01
S: -1.88 -0.42 1.32  0.01
N: -0.09 -2.43 0.96  0.02
N: 0.80 -1.24 0.86  0.04
C: 1.09 -0.76 2.21  0.46
C: 1.15 0.62 2.42  0.02
C: 1.70 1.21 3.56  0.12
C: 1.80 2.58 3.63  0.00
C: 1.37 3.35 2.55  0.12
C: 0.80 2.72 1.46  0.02
N: 0.65 1.40 1.40  0.10
H: -2.30 -5.56 1.83  0.00
H: -0.90 -4.71 2.54  0.00
H: -1.00 -4.96 0.77  0.00
H: 1.31 -1.49 2.97  0.02
H: 2.06 0.58 4.36  0.00
H: 2.23 3.06 4.50  0.00
H: 1.46 4.43 2.56  0.01
H: 0.45 3.29 0.61  0.00
O: -1.04 -1.00 -1.53  0.00
C: -2.26 -0.68 -2.26  0.00
C: -1.96 0.21 -3.45  0.00
C: -1.10 1.44 -3.09  0.00
C: -1.71 2.22 -1.96  0.00
C: -2.61 3.24 -2.26  0.00
C: -3.27 3.92 -1.26  0.00
C: -3.02 3.54 0.06  0.00
C: -2.13 2.53 0.30  0.00
N: -1.46 1.88 -0.68  0.00
H: -0.38 -1.35 -2.15  0.00
H: -2.90 -0.20 -1.53  0.00
H: -2.72 -1.62 -2.55  0.00
H: -2.92 0.54 -3.87  0.00
H: -1.46 -0.35 -4.24  0.00
H: -1.00 2.08 -3.96  0.00
H: -0.10 1.11 -2.82  0.00
H: -2.78 3.49 -3.30  0.00
H: -3.97 4.71 -1.49  0.00
H: -3.52 4.02 0.89  0.00
H: -1.92 2.22 1.31  0.00
Cl: 1.90 0.48 -1.40  0.00
C: 2.62 -1.00 -0.80  0.01
C: 2.07 -1.70 0.26  0.02
C: 2.78 -2.80 0.75  0.01
Cl: 2.31 -3.66 2.16  0.00
C: 3.97 -3.21 0.13  0.00
Cl: 4.83 -4.56 0.71  0.00
C: 4.47 -2.51 -0.97  0.01
Cl: 5.91 -3.01 -1.72  0.00
C: 3.80 -1.38 -1.43  0.00
Cl: 4.43 -0.47 -2.74  0.00

Values from the calculation:
Gap between HOMO and LUMO (spin up / spin down): 8.05 / 6.79 eV
2S+1: 2
⟨S²⟩: 0.7815
ΔE to the lowest compared entry with this formula, charge and spin: 0.0 kcal/mol
Calculated total energy: -4345.1447 Ha
Charge: +2
HOMO (spin up / spin down): -13.95 / -14.39 eV
Lowest unoccupied orbital energy (spin up / spin down): -5.902 / -7.597 eV

(4)
A single C22H19ClF3N3O2 molecule at a distorted geometry. Source: the Open Molecules 2025 dataset; level of theory: the ωB97M-V functional and the def2-TZVPD basis.

Each line ends with the Mulliken charge.
CARTESIAN COORDINATES (ANGSTROEM)
O: 0.36 -2.94 -2.39  -0.66
C: 0.85 -1.79 -2.05  0.38
C: 1.83 -1.10 -3.01  -0.80
C: 1.32 -1.26 -4.48  0.50
C: 1.57 -2.34 -5.34  -0.94
C: 0.88 -2.32 -6.59  -0.43
C: 0.00 -1.33 -7.04  0.01
Cl: -0.52 -1.45 -8.70  -0.20
C: -0.10 -0.22 -6.27  0.18
C: -0.89 1.04 -6.67  0.69
F: -2.12 0.59 -7.08  -0.26
F: -0.84 2.08 -5.79  -0.25
F: -0.44 1.36 -7.79  -0.22
C: 0.55 -0.23 -5.06  -0.29
N: 0.66 -1.19 -0.80  -0.04
C: -0.06 -1.63 0.28  0.51
C: -0.48 -2.97 0.47  -0.60
C: -0.86 -3.28 1.76  -0.66
C: -1.05 -2.28 2.73  -0.58
C: -0.82 -0.96 2.45  0.26
C: -0.96 0.11 3.53  0.23
O: -1.44 -0.19 4.66  -0.73
N: -0.31 1.36 3.28  0.37
C: -0.11 2.46 4.30  -0.06
C: 0.99 2.25 5.34  -0.66
C: 0.21 2.67 6.56  -0.75
N: -1.12 2.30 6.33  -0.42
C: -1.44 2.71 5.00  -0.74
C: -0.10 1.79 1.98  -0.55
C: -0.14 0.87 0.94  -1.24
C: -0.29 -0.59 1.20  0.73
H: 2.70 -1.69 -2.99  0.36
H: 2.05 -0.03 -2.77  0.41
H: 2.16 -3.12 -5.06  0.56
H: 0.91 -3.19 -7.16  0.44
H: 0.21 0.65 -4.45  0.32
H: 0.75 -0.19 -0.83  0.06
H: -0.50 -3.75 -0.25  0.54
H: -0.84 -4.34 1.98  0.34
H: -1.37 -2.59 3.66  0.57
H: 0.14 3.50 3.80  0.37
H: 1.91 2.91 5.23  0.27
H: 1.18 1.18 5.31  0.31
H: 0.21 3.75 6.67  0.31
H: 0.60 2.25 7.47  0.41
H: -1.11 1.28 6.39  0.37
H: -2.30 2.03 4.58  0.29
H: -1.80 3.78 4.94  0.26
H: -0.06 2.79 1.74  0.42
H: -0.01 1.23 -0.02  0.61

Values from the calculation:
SMILES: O=C(Cc1ccc(Cl)c(C(F)(F)F)c1)Nc1cccc2c(=O)n([C@@H]3CCNC3)ccc12
Gap between HOMO and LUMO: 8.21 eV
ΔE to the lowest compared entry with this formula, charge and spin: 7.6 kcal/mol
Calculated total energy: -1924.2149 Ha
Charge: 0
HOMO: -8.17 eV
Lowest unoccupied orbital energy: 0.038 eV